Formula: C48H114N14O12
Source: OMol25
Level of theory: ωB97M-V/def2-TZVPD

Last columns: bonded neighbours and bond lengths (Å).
Cartesian coordinates (Å):
1 O 1.532 -4.641 0.510  C41 1.210
2 O -5.396 -3.282 -0.438  C56 1.288
3 O 0.793 4.073 -0.192  C32 1.240
4 O 1.693 -5.098 -5.521  C29 1.190
5 O 4.444 4.028 -5.294  C66 1.182
6 O -0.792 6.132 7.274  C48 1.272
7 O -1.567 -2.078 8.152  C43 1.202
8 O 3.742 3.636 2.555  C73 1.201
9 O -3.248 -8.120 3.357  C68 1.232
10 O 5.856 -2.079 -2.148  C37 1.205
11 O -5.524 0.883 -0.564  C67 1.275
12 O -4.797 -1.867 3.112  C35 1.186
13 N 4.931 2.354 -4.014  C39 1.443, C59 1.520, C66 1.325
14 N 2.595 -3.382 -4.394  C27 1.455, C28 1.461, C29 1.317
15 N -3.703 2.428 -0.769  C30 1.458, C67 1.361, C74 1.500
16 N -0.048 -0.713 -5.524  C34 1.479, C40 1.495, C64 1.452
17 N -6.210 -2.131 -2.219  C31 1.488, C51 1.460, C56 1.380
18 N -6.468 -0.361 3.277  C35 1.356, C60 1.496, C70 1.469
19 N -1.297 -0.444 6.669  C43 1.332, C50 1.498, C57 1.469
20 N 1.060 4.101 -2.459  C32 1.375, C36 1.452, C45 1.497
21 N 2.306 -4.347 2.571  C41 1.362, C69 1.468, C71 1.425
22 N -2.920 -5.774 3.386  C46 1.477, C58 1.435, C68 1.422
23 N 0.698 4.734 6.373  C47 1.446, C48 1.308, C55 1.468
24 N 5.582 -1.155 -0.040  C37 1.378, C54 1.459, C65 1.546
25 N 0.050 -0.161 0.472  C33 1.461, C38 1.520, C61 1.474
26 N 4.189 4.885 0.730  C44 1.485, C63 1.479, C73 1.373
27 C 2.467 -4.080 -3.125  N14 1.455, H96 1.090, H119 1.090, H180 1.090
28 C 3.376 -2.148 -4.344  N14 1.461, H139 1.090, H149 1.090, H157 1.090
29 C 2.302 -4.076 -5.474  O4 1.190, N14 1.317, H138 1.101
30 C -2.715 3.321 -0.175  N15 1.458, H85 1.090, H93 1.090, H183 1.090
31 C -6.200 -1.006 -3.192  N17 1.488, H83 1.090, H141 1.090, H172 1.090
32 C 1.063 3.467 -1.239  O3 1.240, N20 1.375, H84 1.101
33 C 0.314 -0.438 -0.938  N25 1.461, C53 1.548, H82 1.090, H168 1.090
34 C -0.728 -1.997 -5.804  N16 1.479, C42 1.519, H80 1.090, H121 1.090
35 C -5.730 -1.305 2.642  O12 1.186, N18 1.356, H163 1.101
36 C 1.337 3.439 -3.722  N20 1.452, H160 1.090, H167 1.090, H170 1.090
37 C 5.365 -2.070 -1.048  O10 1.205, N24 1.378, H134 1.101
38 C 0.718 1.065 1.074  N25 1.520, C62 1.510, H114 1.090, H116 1.090
39 C 4.299 2.889 -2.832  N13 1.443, H103 1.090, H158 1.090, H181 1.090
40 C -0.902 0.324 -4.868  N16 1.495, C49 1.561, H104 1.090, H162 1.090
41 C 1.745 -3.876 1.423  O1 1.210, N21 1.362, H131 1.101
42 C -1.159 -2.749 -4.557  C34 1.519, H154 1.090, H166 1.090, H178 1.090
43 C -0.949 -1.125 7.760  O7 1.202, N19 1.332, H161 1.101
44 C 3.868 5.954 -0.249  N26 1.485, H118 1.090, H124 1.090, H151 1.090
45 C 0.420 5.437 -2.677  N20 1.497, H133 1.090, H174 1.090, H175 1.090
46 C -1.791 -5.752 4.337  N22 1.477, H76 1.090, H117 1.090, H150 1.090
47 C 1.155 4.285 7.669  N23 1.446, H107 1.090, H125 1.090, H179 1.090
48 C -0.309 5.558 6.247  O6 1.272, N23 1.308, H110 1.101
49 C -2.354 0.608 -5.368  C40 1.561, H159 1.090, H164 1.090, H182 1.090
50 C -0.321 0.592 6.202  N19 1.498, H79 1.090, H97 1.090, H126 1.090
51 C -7.245 -3.141 -2.420  N17 1.460, H88 1.090, H94 1.090, H102 1.090
52 C 1.783 0.648 -6.363  C64 1.550, H78 1.090, H86 1.090, H144 1.090
53 C 1.793 -0.862 -1.109  C33 1.548, H98 1.090, H105 1.090, H186 1.090
54 C 4.806 -1.323 1.183  N24 1.459, H113 1.090, H135 1.090, H152 1.090
55 C 1.547 4.241 5.281  N23 1.468, H99 1.090, H123 1.090, H142 1.090
56 C -5.301 -2.239 -1.187  O2 1.288, N17 1.380, H115 1.101
57 C -2.557 -0.736 5.974  N19 1.469, H111 1.090, H122 1.090, H145 1.090
58 C -3.208 -4.532 2.727  N22 1.435, H100 1.090, H171 1.090, H177 1.090
59 C 5.375 0.904 -3.912  N13 1.520, H89 1.090, H101 1.090, H155 1.090
60 C -6.211 -0.001 4.706  N18 1.496, H90 1.090, H136 1.090, H147 1.090
61 C -1.394 -0.264 0.751  N25 1.474, C72 1.534, H132 1.090, H165 1.090
62 C 0.710 1.148 2.582  C38 1.510, H91 1.090, H95 1.090, H120 1.090
63 C 5.369 4.103 0.303  N26 1.479, H92 1.090, H137 1.090, H187 1.090
64 C 0.564 -0.229 -6.748  N16 1.452, C52 1.550, H77 1.090, H109 1.090
65 C 6.506 0.043 -0.359  N24 1.546, H148 1.090, H169 1.090, H184 1.090
66 C 4.864 2.927 -5.206  O5 1.182, N13 1.325, H106 1.101
67 C -4.738 1.797 -0.149  O11 1.275, N15 1.361, H81 1.101
68 C -3.619 -6.976 3.091  O9 1.232, N22 1.422, H108 1.101
69 C 2.328 -3.404 3.697  N21 1.468, H129 1.090, H130 1.090, H140 1.090
70 C -7.485 0.410 2.549  N18 1.469, H75 1.090, H146 1.090, H176 1.090
71 C 2.293 -5.731 2.909  N21 1.425, H112 1.090, H127 1.090, H173 1.090
72 C -1.703 -1.523 1.570  C61 1.534, H128 1.090, H143 1.090, H156 1.090
73 C 3.396 4.482 1.775  O8 1.201, N26 1.373, H188 1.101
74 C -3.510 2.219 -2.241  N15 1.500, H87 1.090, H153 1.090, H185 1.090
75 H -8.331 0.664 3.188  C70 1.090
76 H -2.038 -5.032 5.117  C46 1.090
77 H 0.793 -0.956 -7.527  C64 1.090
78 H 2.478 0.223 -5.639  C52 1.090
79 H -0.141 0.346 5.156  C50 1.090
80 H -1.512 -1.736 -6.516  C34 1.090
81 H -4.950 2.177 0.862  C67 1.101
82 H -0.333 -1.184 -1.400  C33 1.090
83 H -5.477 -0.269 -2.840  C31 1.090
84 H 1.267 2.391 -1.347  C32 1.101
85 H -1.896 3.771 -0.736  C30 1.090
86 H 1.336 1.535 -5.915  C52 1.090
87 H -2.459 2.356 -2.497  C74 1.090
88 H -7.881 -2.925 -3.279  C51 1.090
89 H 4.673 0.452 -3.211  C59 1.090
90 H -7.137 -0.342 5.169  C60 1.090
91 H 1.532 1.763 2.947  C62 1.090
92 H 5.966 3.724 1.133  C63 1.090
93 H -2.038 2.755 0.464  C30 1.090
94 H -7.951 -3.263 -1.598  C51 1.090
95 H 0.687 0.155 3.032  C62 1.090
96 H 2.134 -5.118 -3.141  C27 1.090
97 H 0.619 0.626 6.753  C50 1.090
98 H 2.296 0.102 -1.170  C53 1.090
99 H 1.447 5.037 4.543  C55 1.090
100 H -4.006 -4.621 1.990  C58 1.090
101 H 5.420 0.395 -4.874  C59 1.090
102 H -6.815 -4.137 -2.523  C51 1.090
103 H 3.912 3.905 -2.912  C39 1.090
104 H -0.946 0.086 -3.806  C40 1.090
105 H 1.870 -1.400 -2.054  C53 1.090
106 H 5.379 2.460 -6.060  C66 1.101
107 H 0.828 3.254 7.807  C47 1.090
108 H -4.587 -6.740 2.622  C68 1.101
109 H -0.094 0.449 -7.291  C64 1.090
110 H -0.629 5.704 5.203  C48 1.101
111 H -3.329 -0.009 6.227  C57 1.090
112 H 1.460 -5.725 3.612  C71 1.090
113 H 3.923 -1.962 1.148  C54 1.090
114 H 1.716 1.153 0.646  C38 1.090
115 H -4.580 -1.409 -1.119  C56 1.101
116 H 0.115 1.876 0.666  C38 1.090
117 H -1.622 -6.689 4.868  C46 1.090
118 H 4.532 6.759 -0.565  C44 1.090
119 H 1.831 -3.418 -2.536  C27 1.090
120 H -0.259 1.564 2.857  C62 1.090
121 H -0.172 -2.724 -6.395  C34 1.090
122 H -3.053 -1.685 6.175  C57 1.090
123 H 1.096 3.266 5.098  C55 1.090
124 H 3.421 5.552 -1.158  C44 1.090
125 H 2.224 4.171 7.848  C47 1.090
126 H -0.876 1.531 6.207  C50 1.090
127 H 2.004 -6.384 2.085  C71 1.090
128 H -1.505 -2.462 1.054  C72 1.090
129 H 1.410 -3.609 4.247  C69 1.090
130 H 3.161 -3.703 4.333  C69 1.090
131 H 1.483 -2.808 1.384  C41 1.101
132 H -1.679 0.657 1.261  C61 1.090
133 H -0.455 5.226 -3.291  C45 1.090
134 H 4.482 -2.661 -0.757  C37 1.101
135 H 5.492 -1.415 2.025  C54 1.090
136 H -6.030 1.062 4.867  C60 1.090
137 H 5.018 3.158 -0.112  C63 1.090
138 H 2.629 -3.565 -6.393  C29 1.101
139 H 2.777 -1.361 -3.887  C28 1.090
140 H 2.168 -2.356 3.441  C69 1.090
141 H -7.184 -0.660 -3.506  C31 1.090
142 H 2.579 4.179 5.626  C55 1.090
143 H -2.752 -1.605 1.857  C72 1.090
144 H 2.339 0.934 -7.257  C52 1.090
145 H -2.352 -0.741 4.903  C57 1.090
146 H -6.960 1.263 2.118  C70 1.090
147 H -5.344 -0.504 5.134  C60 1.090
148 H 6.941 0.471 0.544  C65 1.090
149 H 3.587 -1.877 -5.379  C28 1.090
150 H -0.902 -5.405 3.810  C46 1.090
151 H 3.114 6.657 0.107  C44 1.090
152 H 4.340 -0.339 1.232  C54 1.090
153 H -4.185 2.875 -2.791  C74 1.090
154 H -1.815 -3.570 -4.848  C42 1.090
155 H 6.312 0.852 -3.358  C59 1.090
156 H -1.142 -1.491 2.504  C72 1.090
157 H 4.252 -2.303 -3.715  C28 1.090
158 H 3.484 2.304 -2.406  C39 1.090
159 H -2.329 0.967 -6.396  C49 1.090
160 H 1.793 2.462 -3.565  C36 1.090
161 H -0.023 -0.746 8.218  C43 1.101
162 H -0.428 1.306 -4.859  C40 1.090
163 H -6.272 -1.525 1.710  C35 1.101
164 H -2.978 -0.254 -5.131  C49 1.090
165 H -2.024 -0.231 -0.138  C61 1.090
166 H -0.272 -3.030 -3.989  C42 1.090
167 H 0.468 3.243 -4.350  C36 1.090
168 H 0.038 0.431 -1.536  C33 1.090
169 H 7.411 -0.365 -0.811  C65 1.090
170 H 2.131 3.870 -4.331  C36 1.090
171 H -3.416 -3.715 3.418  C58 1.090
172 H -5.718 -1.364 -4.103  C31 1.090
173 H 3.242 -5.972 3.389  C71 1.090
174 H 0.160 5.961 -1.758  C45 1.090
175 H 1.105 6.228 -2.981  C45 1.090
176 H -7.822 -0.190 1.704  C70 1.090
177 H -2.370 -4.241 2.094  C58 1.090
178 H -1.677 -2.083 -3.867  C42 1.090
179 H 0.839 4.972 8.454  C47 1.090
180 H 3.461 -4.125 -2.682  C27 1.090
181 H 5.066 2.952 -2.060  C39 1.090
182 H -2.681 1.459 -4.771  C49 1.090
183 H -3.071 4.035 0.568  C30 1.090
184 H 5.975 0.844 -0.873  C65 1.090
185 H -3.766 1.240 -2.645  C74 1.090
186 H 2.221 -1.493 -0.330  C53 1.090
187 H 6.118 4.583 -0.327  C63 1.090
188 H 2.576 5.209 1.875  C73 1.101

LUMO level (Eh): 0.0008
Energy relative to the best compared isomer or geometry (same formula, charge and spin) (kJ/mol): 996.3
Orbital gap (eV): 8.447